1.
Density functional theory data (ωB97M-V with the def2-TZVPD basis set) for 17 unconnected molecules or ions with the total composition C97H219N9O25 in a non-equilibrium geometry.

Frontier orbital gap ... 8.315 eV
Total charge ... 0
2S+1 ... 1
Total energy ... -168725.5525 eV

Each line ends with the Mulliken charge.
CARTESIAN COORDINATES (ANGSTROEM)
C (0.35, -0.39, 5.88)  -1.749
C (1.90, -0.26, 5.94)  2.053
C (2.36, 0.31, 7.26)  -1.477
C (3.87, 0.02, 7.59)  -0.698
C (4.09, -1.47, 7.47)  -1.213
C (3.86, -1.92, 6.00)  1.482
N (2.46, -1.61, 5.74)  0.261
O (2.00, -2.12, 4.40)  0.946
C (4.84, -1.33, 4.98)  -1.577
C (4.05, -3.49, 6.08)  -2.108
C (2.30, 0.79, 4.80)  -1.908
H (0.14, -0.81, 4.90)  -0.554
H (-0.08, 0.60, 5.94)  0.607
H (-0.05, -1.05, 6.67)  0.580
H (2.06, 1.34, 7.28)  0.421
H (1.83, -0.28, 8.01)  0.429
H (4.09, 0.41, 8.64)  0.404
H (4.57, 0.51, 6.91)  0.320
H (3.46, -2.11, 8.11)  0.381
H (5.14, -1.69, 7.75)  0.398
H (5.14, -0.35, 5.27)  0.500
H (5.72, -1.97, 4.90)  0.219
H (4.32, -1.15, 4.03)  0.075
H (3.36, -3.92, 6.80)  0.532
H (3.80, -3.96, 5.12)  0.059
H (5.05, -3.70, 6.40)  0.601
H (3.34, 1.02, 4.77)  0.503
H (1.72, 1.69, 4.91)  0.793
H (1.95, 0.46, 3.85)  -0.343
H (1.32, -2.77, 4.67)  -0.164
C (-5.94, 3.00, 0.40)  -2.462
C (-6.55, 2.39, 1.70)  2.775
C (-7.04, 3.55, 2.47)  -1.632
C (-7.87, 3.14, 3.67)  -0.434
C (-9.07, 2.38, 3.17)  -1.174
C (-8.77, 1.21, 2.17)  1.860
N (-7.81, 1.71, 1.21)  -0.085
O (-7.47, 0.63, 0.39)  -0.378
C (-8.31, -0.07, 2.99)  -1.998
C (-10.08, 0.78, 1.48)  -1.903
C (-5.48, 1.55, 2.44)  -1.444
H (-5.35, 3.88, 0.63)  0.555
H (-6.73, 3.26, -0.31)  0.580
H (-5.30, 2.21, -0.11)  -0.164
H (-6.22, 4.15, 2.82)  0.391
H (-7.64, 4.19, 1.80)  0.436
H (-8.21, 4.05, 4.12)  0.459
H (-7.27, 2.62, 4.42)  0.135
H (-9.81, 2.96, 2.68)  0.516
H (-9.57, 1.95, 4.12)  0.276
H (-8.28, -0.96, 2.33)  0.420
H (-7.42, 0.05, 3.59)  0.382
H (-9.12, -0.26, 3.71)  0.572
H (-9.99, 0.05, 0.66)  0.258
H (-10.79, 0.37, 2.23)  0.377
H (-10.64, 1.68, 1.14)  0.425
H (-4.48, 1.92, 2.19)  0.598
H (-5.52, 0.51, 2.05)  0.078
H (-5.58, 1.47, 3.54)  0.242
H (-7.12, -0.03, 1.00)  0.139
C (-3.09, -0.44, 4.73)  0.257
C (-3.52, -1.96, 4.65)  3.203
C (-2.80, -2.81, 5.72)  0.457
C (-3.25, -2.52, 7.13)  -0.860
C (-4.71, -2.77, 7.21)  -1.415
C (-5.51, -1.93, 6.26)  1.647
N (-4.99, -2.16, 4.88)  -0.528
O (-5.68, -1.24, 3.99)  0.332
C (-7.01, -2.38, 6.18)  -1.583
C (-5.49, -0.48, 6.80)  -1.419
C (-3.20, -2.44, 3.22)  -1.570
H (-2.92, 0.01, 5.70)  0.371
H (-3.83, 0.21, 4.24)  -1.103
H (-2.11, -0.34, 4.25)  -0.514
H (-3.00, -3.88, 5.46)  0.640
H (-1.71, -2.59, 5.64)  -1.661
H (-3.08, -1.51, 7.44)  0.267
H (-2.75, -3.22, 7.87)  0.423
H (-5.04, -2.68, 8.25)  0.463
H (-4.91, -3.87, 6.98)  0.230
H (-7.48, -1.72, 5.43)  0.207
H (-7.11, -3.38, 5.77)  0.366
H (-7.70, -2.16, 7.01)  0.372
H (-6.05, 0.17, 6.12)  -0.014
H (-5.94, -0.47, 7.82)  0.462
H (-4.47, -0.12, 6.92)  0.451
H (-2.10, -2.46, 3.08)  -0.398
H (-3.71, -1.83, 2.45)  -0.491
H (-3.66, -3.46, 3.14)  0.935
H (-6.22, -1.84, 3.47)  0.292
C (-4.32, 3.18, -8.20)  -1.942
C (-4.87, 4.02, -7.04)  1.502
C (-6.38, 3.92, -6.91)  -1.190
C (-7.00, 4.37, -5.61)  -0.812
C (-6.29, 3.49, -4.52)  -1.056
C (-4.73, 3.77, -4.46)  1.418
N (-4.26, 3.50, -5.84)  1.498
O (-2.83, 3.68, -5.92)  -0.392
C (-4.44, 5.22, -3.96)  -1.357
C (-4.08, 2.78, -3.49)  1.621
C (-4.49, 5.49, -7.35)  -2.102
H (-4.31, 2.12, -7.97)  0.172
H (-3.35, 3.51, -8.48)  0.425
H (-4.93, 3.30, -9.10)  0.478
H (-6.86, 4.46, -7.75)  0.390
H (-6.61, 2.82, -7.02)  0.279
H (-8.06, 4.18, -5.60)  0.460
H (-6.80, 5.44, -5.47)  0.305
H (-6.46, 2.45, -4.81)  0.238
H (-6.71, 3.66, -3.52)  0.407
H (-4.72, 5.18, -2.90)  0.427
H (-3.38, 5.38, -4.16)  0.071
H (-5.11, 5.98, -4.43)  0.346
H (-3.00, 2.86, -3.20)  -1.031
H (-4.74, 2.74, -2.57)  -0.257
H (-4.17, 1.71, -3.90)  -0.767
H (-3.47, 5.65, -7.18)  0.419
H (-5.13, 6.13, -6.78)  0.445
H (-4.76, 5.70, -8.38)  0.497
H (-2.53, 2.77, -5.78)  -0.212
C (5.31, -2.91, -2.15)  -0.689
C (4.62, -3.57, -3.42)  1.703
C (4.30, -2.32, -4.23)  -0.502
C (3.91, -2.75, -5.66)  -0.333
C (5.03, -3.56, -6.36)  -1.864
C (5.52, -4.72, -5.62)  2.000
N (5.71, -4.15, -4.28)  0.084
O (6.42, -5.11, -3.52)  -0.516
C (4.54, -5.88, -5.79)  -1.788
C (6.88, -5.11, -6.15)  -2.125
C (3.46, -4.43, -3.04)  -0.184
H (5.60, -3.70, -1.46)  -0.578
H (4.60, -2.22, -1.65)  -0.093
H (6.14, -2.29, -2.51)  0.610
H (3.51, -1.67, -3.76)  -0.676
H (5.13, -1.63, -4.28)  0.656
H (3.63, -1.92, -6.27)  0.618
H (2.99, -3.37, -5.58)  -0.003
H (5.80, -2.81, -6.52)  0.390
H (4.61, -3.71, -7.30)  0.692
H (3.55, -5.63, -5.43)  0.288
H (4.63, -6.00, -6.85)  0.479
H (4.88, -6.79, -5.32)  0.404
H (7.23, -6.05, -5.74)  0.372
H (6.90, -5.08, -7.26)  0.380
H (7.62, -4.35, -5.93)  0.475
H (2.79, -4.66, -3.86)  -0.274
H (2.84, -3.93, -2.31)  -0.053
H (3.77, -5.37, -2.55)  0.163
H (5.69, -5.51, -3.02)  0.491
C (0.19, 5.57, 1.66)  -1.678
C (1.71, 5.76, 1.40)  1.703
C (1.89, 7.24, 1.05)  -1.491
C (3.35, 7.74, 1.13)  -0.267
C (3.95, 7.34, 2.48)  -1.517
C (3.84, 5.80, 2.77)  2.167
N (2.44, 5.47, 2.63)  -0.073
O (2.19, 4.09, 2.99)  -0.315
C (4.85, 5.05, 1.84)  -1.321
C (4.26, 5.50, 4.19)  -1.824
C (2.14, 4.84, 0.21)  1.127
H (-0.10, 4.54, 1.85)  0.040
H (-0.26, 5.89, 0.72)  0.427
H (-0.09, 6.16, 2.51)  0.489
H (1.43, 7.53, 0.13)  0.104
H (1.37, 7.87, 1.74)  0.609
H (3.43, 8.83, 0.97)  0.479
H (3.92, 7.24, 0.30)  0.024
H (3.47, 7.86, 3.29)  0.362
H (5.00, 7.55, 2.45)  0.470
H (4.86, 5.42, 0.79)  0.170
H (5.87, 5.27, 2.22)  0.578
H (4.75, 3.96, 1.85)  -0.111
H (5.35, 5.74, 4.18)  0.435
H (3.70, 6.15, 4.83)  0.456
H (4.09, 4.45, 4.45)  0.162
H (1.25, 4.62, -0.35)  -0.622
H (2.63, 3.90, 0.52)  -0.297
H (2.83, 5.38, -0.45)  -0.205
H (2.49, 3.59, 2.21)  -0.046
C (7.75, -4.64, 4.71)  -1.810
C (7.18, -5.43, 3.56)  1.506
C (6.31, -6.56, 4.20)  -1.211
C (5.53, -7.35, 3.16)  -1.003
C (4.62, -6.28, 2.56)  -0.700
C (5.39, -5.22, 1.80)  1.716
N (6.31, -4.57, 2.76)  1.620
O (7.12, -3.52, 2.19)  -0.613
C (5.97, -5.81, 0.52)  -1.660
C (4.45, -4.05, 1.32)  -1.399
C (8.38, -6.15, 2.79)  -1.704
H (7.00, -3.98, 5.07)  0.153
H (8.65, -4.06, 4.31)  0.319
H (8.11, -5.26, 5.52)  0.451
H (6.98, -7.22, 4.74)  0.546
H (5.67, -6.10, 4.98)  0.195
H (4.90, -8.11, 3.60)  0.418
H (6.23, -7.74, 2.45)  0.394
H (4.07, -5.72, 3.34)  -0.452
H (3.85, -6.72, 1.90)  0.594
H (6.76, -5.19, 0.08)  0.426
H (6.31, -6.85, 0.58)  0.320
H (5.22, -5.91, -0.28)  0.241
H (4.99, -3.22, 0.87)  -0.080
H (3.73, -4.48, 0.62)  0.873
H (3.87, -3.68, 2.16)  -0.344
H (9.02, -6.69, 3.46)  0.468
H (9.02, -5.44, 2.26)  0.312
H (8.13, -6.93, 2.05)  0.306
H (6.85, -2.75, 2.69)  0.390
C (1.49, -2.52, -0.48)  -1.301
C (0.62, -1.43, 0.24)  2.540
C (1.60, -0.42, 0.86)  0.036
C (0.91, 0.80, 1.42)  -0.286
C (0.11, 1.45, 0.25)  -0.894
C (-0.95, 0.43, -0.24)  2.348
N (-0.21, -0.71, -0.78)  0.533
O (-1.02, -1.50, -1.53)  2.855
C (-2.01, 0.26, 0.81)  0.453
C (-1.63, 1.16, -1.44)  -1.166
C (-0.16, -2.22, 1.39)  1.035
H (0.87, -3.14, -1.16)  0.467
H (1.98, -3.11, 0.34)  -0.560
H (2.32, -2.02, -1.04)  0.000
H (2.26, -0.94, 1.55)  0.154
H (2.28, -0.10, 0.09)  -0.889
H (1.58, 1.55, 1.82)  0.000
H (0.24, 0.60, 2.24)  -0.476
H (0.79, 1.77, -0.54)  -0.972
H (-0.31, 2.43, 0.50)  0.751
H (-1.67, 0.29, 1.86)  -0.616
H (-2.69, 1.09, 0.73)  0.754
H (-2.68, -0.64, 0.75)  -1.737
H (-0.88, 1.36, -2.19)  -0.348
H (-2.39, 0.51, -1.83)  -0.628
H (-2.10, 2.07, -1.00)  1.093
H (-1.03, -2.75, 1.00)  0.113
H (-0.51, -1.52, 2.16)  -1.109
H (0.58, -2.93, 1.81)  -0.883
H (-1.89, -1.62, -1.10)  -0.650
C (0.33, 3.46, -4.39)  -0.597
C (0.58, 4.80, -3.82)  2.638
C (2.05, 4.98, -3.55)  0.700
C (2.44, 6.43, -3.24)  0.356
C (2.12, 7.37, -4.42)  -1.748
C (0.56, 7.31, -4.71)  1.669
N (0.20, 5.81, -4.81)  -0.039
O (-1.23, 5.88, -4.94)  -0.051
C (-0.23, 8.04, -3.65)  -1.517
C (0.28, 7.88, -6.05)  -1.900
C (-0.19, 4.92, -2.49)  -0.223
H (0.71, 2.64, -3.70)  -0.834
H (0.80, 3.36, -5.35)  1.135
H (-0.72, 3.14, -4.55)  -0.869
H (2.32, 4.36, -2.66)  -1.683
H (2.62, 4.58, -4.44)  0.584
H (3.50, 6.51, -2.99)  0.524
H (1.87, 6.76, -2.37)  -0.596
H (2.64, 7.01, -5.29)  0.401
H (2.43, 8.33, -4.14)  0.608
H (0.03, 9.12, -3.79)  0.481
H (-1.27, 7.83, -3.91)  0.254
H (-0.09, 7.78, -2.63)  0.186
H (-0.75, 7.88, -6.35)  0.304
H (0.61, 8.97, -6.02)  0.392
H (0.88, 7.37, -6.83)  0.363
H (0.07, 3.98, -1.96)  -0.496
H (-1.28, 4.93, -2.70)  -0.831
H (0.10, 5.84, -2.05)  0.631
H (-1.58, 5.12, -5.45)  0.182
C (3.97, 1.92, -1.87)  3.095
C (5.47, 2.09, -1.55)  -1.553
O (5.91, 2.56, -0.33)  -0.482
O (3.90, 1.40, -3.18)  -0.878
H (3.45, 2.86, -1.76)  -0.863
H (3.46, 1.18, -1.14)  -1.153
H (5.87, 2.68, -2.36)  0.599
H (5.89, 1.10, -1.62)  0.257
H (5.78, 3.50, -0.44)  0.273
H (3.12, 0.87, -3.24)  -0.227
C (0.40, -5.62, 4.61)  -0.826
C (0.95, -5.93, 3.28)  -0.280
O (0.08, -5.56, 2.21)  -0.515
O (-0.04, -4.22, 4.61)  -0.039
H (1.05, -5.82, 5.49)  0.467
H (-0.51, -6.28, 4.67)  0.384
H (1.02, -6.98, 3.23)  0.688
H (1.94, -5.49, 3.17)  -0.181
H (0.15, -4.60, 2.10)  0.304
H (-0.69, -4.13, 5.29)  0.041
C (-4.90, -1.37, -0.86)  0.371
C (-5.16, -0.52, -2.07)  0.611
O (-5.35, -1.45, -3.14)  -0.786
O (-3.75, -2.22, -0.95)  -0.371
H (-5.85, -1.85, -0.59)  0.507
H (-4.69, -0.73, 0.06)  -0.538
H (-4.35, 0.14, -2.27)  -0.868
H (-6.06, 0.09, -2.00)  0.675
H (-5.48, -0.94, -3.93)  0.378
H (-3.86, -2.84, -1.71)  0.100
C (-4.25, -5.48, -0.18)  -0.622
C (-2.90, -5.14, 0.34)  1.793
O (-2.07, -6.31, 0.34)  -0.716
O (-4.16, -5.98, -1.52)  -0.595
H (-4.84, -4.54, -0.26)  -0.016
H (-4.83, -6.20, 0.42)  0.436
H (-3.06, -4.73, 1.34)  -0.376
H (-2.50, -4.37, -0.31)  -0.529
H (-1.37, -6.13, 0.97)  0.405
H (-3.56, -6.74, -1.52)  0.329
C (6.53, -0.43, 1.48)  -1.202
C (5.00, -0.23, 1.37)  1.037
O (4.62, 1.01, 1.92)  0.019
O (6.86, -0.91, 2.79)  -0.727
H (7.04, 0.50, 1.26)  0.602
H (6.89, -1.18, 0.81)  0.422
H (4.57, -1.06, 1.89)  0.003
H (4.66, -0.33, 0.39)  -0.434
H (5.09, 1.75, 1.48)  0.086
H (6.81, -0.21, 3.45)  0.287
C (-0.96, -3.89, -4.19)  0.187
C (-1.93, -4.76, -3.60)  -0.318
O (-3.19, -4.13, -3.55)  -0.497
O (-1.14, -3.66, -5.59)  -0.653
H (0.03, -4.40, -4.18)  0.082
H (-1.01, -2.92, -3.63)  0.056
H (-1.66, -4.91, -2.57)  -0.063
H (-2.15, -5.71, -4.10)  0.500
H (-3.84, -4.69, -3.09)  0.266
H (-2.07, -3.41, -5.75)  0.361
C (0.65, -0.44, -4.03)  2.040
C (1.20, 0.14, -5.27)  -1.123
O (0.46, -0.27, -6.39)  -0.698
O (1.43, -0.03, -2.90)  2.467
H (0.66, -1.56, -4.06)  -0.114
H (-0.42, -0.18, -4.01)  -0.596
H (2.24, -0.16, -5.52)  -0.114
H (1.11, 1.20, -5.23)  -0.164
H (0.27, -1.20, -6.32)  0.402
H (0.96, -0.40, -2.12)  -1.482
C (-4.03, -0.41, -6.11)  -1.206
C (-2.70, -0.22, -5.37)  1.772
O (-1.92, 0.96, -5.70)  -0.882
O (-5.02, 0.39, -5.53)  -0.591
H (-4.27, -1.47, -5.88)  0.414
H (-3.88, -0.17, -7.17)  0.353
H (-2.05, -1.09, -5.50)  -0.273
H (-2.92, -0.10, -4.32)  -0.491
H (-1.07, 0.63, -6.07)  0.420
H (-4.82, 1.35, -5.67)  -0.195

---

2.
Density functional theory data (ωB97M-V with the def2-TZVPD basis set) for 2 unconnected molecules or ions with the total composition C5H10O2.

Frontier orbital gap (alpha / beta) ... 6.603 / 8.315 eV
Total charge ... 0
2S+1 ... 1
Total energy ... -9436.0322 eV

Each line ends with the Mulliken charge.
CARTESIAN COORDINATES (ANGSTROEM)
C (1.17, 1.85, -0.45)  -1.344
C (0.50, 0.53, -0.20)  1.306
C (-0.99, 0.45, -0.47)  -0.340
C (-1.51, -0.88, 0.01)  -0.521
O (-0.57, -2.16, 1.42)  -0.682
C (1.01, -0.86, -0.25)  -1.097
O (0.97, -0.07, 1.00)  -0.556
H (0.90, 2.28, -1.42)  0.337
H (0.85, 2.55, 0.33)  0.305
H (2.26, 1.75, -0.39)  0.352
H (-1.08, 0.47, -1.57)  0.282
H (-1.58, 1.28, -0.06)  0.342
H (-1.77, -1.65, -0.70)  0.305
H (-2.17, -0.84, 0.86)  0.249
H (-0.09, -1.39, 1.81)  0.475
H (2.05, -1.02, -0.57)  0.186
H (0.04, -2.29, 0.65)  0.400

---

3.
Density functional theory data (ωB97M-V with the def2-TZVPD basis set) for 2 unconnected molecules or ions with the total composition C2H3NS4 in a non-equilibrium geometry.

Frontier orbital gap (alpha / beta) ... 5.535 / 7.295 eV
Total charge ... 0
2S+1 ... 1
Total energy ... -46950.5702 eV

Each line ends with the Mulliken charge.
CARTESIAN COORDINATES (ANGSTROEM)
C (-0.28, -0.07, 1.16)  -0.210
C (0.22, -0.70, 0.01)  0.337
N (-1.47, 0.35, 1.08)  -0.314
S (-0.95, -0.98, -1.20)  -0.015
S (-2.40, 0.19, -0.24)  0.134
S (1.00, 1.89, -0.78)  -0.271
S (1.69, -1.52, 0.04)  -0.175
H (0.19, -0.29, 2.17)  0.281
H (0.05, 2.72, -0.89)  0.055
H (1.94, -1.58, -1.35)  0.178

---

4.
Density functional theory data (ωB97M-V with the def2-TZVPD basis set) for a single C17H18O5S molecule.

Frontier orbital gap ... 8.869 eV
Total charge ... 0
2S+1 ... 1
Total energy ... -38993.2540 eV

Each line ends with the Mulliken charge.
CARTESIAN COORDINATES (ANGSTROEM)
C (5.84, -3.32, -1.27)  -0.818
H (6.01, -2.29, -1.59)  0.340
H (5.23, -3.84, -2.02)  0.338
O (5.24, -3.38, 0.00)  -0.422
C (4.03, -2.81, 0.18)  0.867
C (3.30, -2.16, -0.81)  -0.418
C (2.06, -1.62, -0.52)  -0.717
C (1.56, -1.72, 0.77)  -0.314
C (2.27, -2.36, 1.77)  -0.306
C (3.50, -2.91, 1.47)  -0.735
H (4.08, -3.42, 2.23)  0.426
H (1.84, -2.42, 2.75)  0.475
S (-0.01, -0.95, 1.13)  1.567
O (-0.89, -1.10, 0.01)  -0.624
O (-0.49, -1.41, 2.41)  -0.749
C (0.44, 0.83, 1.34)  -1.202
C (0.19, 1.51, 0.03)  0.570
O (1.10, 1.71, -0.74)  -0.660
C (-1.20, 1.87, -0.27)  0.683
C (-1.45, 2.65, -1.41)  -1.108
C (-2.73, 3.00, -1.77)  0.657
C (-3.80, 2.55, -0.99)  0.794
C (-3.58, 1.76, 0.15)  0.604
C (-2.28, 1.44, 0.50)  -0.396
H (-2.13, 0.81, 1.36)  0.170
C (-4.74, 1.26, 0.96)  -2.122
H (-5.41, 0.65, 0.36)  0.454
H (-5.31, 2.09, 1.39)  0.436
H (-4.38, 0.65, 1.78)  0.350
O (-5.05, 2.91, -1.38)  -0.636
H (-5.70, 2.52, -0.78)  0.318
C (-3.02, 3.84, -2.98)  -1.533
H (-2.10, 4.12, -3.48)  0.373
H (-3.66, 3.29, -3.67)  0.321
H (-3.55, 4.74, -2.69)  0.335
H (-0.61, 2.97, -2.00)  0.449
H (1.50, 0.83, 1.59)  0.530
H (-0.15, 1.21, 2.17)  0.641
H (1.48, -1.11, -1.27)  0.438
H (3.68, -2.07, -1.82)  0.389
H (6.79, -3.84, -1.17)  0.233

---

5.
Density functional theory data (ωB97M-V with the def2-TZVPD basis set) for a molecular structure, C8H24ClI2OP2W in a non-equilibrium geometry.

Frontier orbital gap (alpha / beta) ... 6.210 / 4.320 eV
Total charge ... +3
2S+1 ... 3
Total energy ... -59829.7286 eV

Each line ends with the Mulliken charge.
CARTESIAN COORDINATES (ANGSTROEM)
I (1.29, -0.26, -1.00)  0.082
I (-1.12, -0.22, 1.63)  0.068
W (-1.25, 0.73, -1.03)  0.306
P (-0.21, 2.68, -0.13)  0.560
C (1.05, 2.64, 1.18)  -0.970
C (0.60, 3.63, -1.45)  -1.081
H (0.88, 4.60, -1.03)  0.434
H (-1.00, 4.70, 0.84)  0.463
H (-0.08, 3.76, -2.31)  0.402
H (-2.30, 3.94, -0.15)  0.410
H (2.02, 2.31, 0.78)  0.375
H (1.50, 3.09, -1.77)  0.370
C (-1.49, 3.75, 0.57)  -1.133
H (1.12, 3.68, 1.54)  0.423
H (-1.91, 3.29, 1.47)  0.371
H (0.76, 1.97, 2.00)  0.324
P (-1.81, -1.53, -1.50)  0.500
C (-1.11, -2.99, -0.66)  -0.970
C (-3.59, -1.73, -1.23)  -1.111
H (-1.91, -1.15, -3.90)  0.406
H (-1.88, -2.89, -3.42)  0.447
H (-0.37, -1.91, -3.38)  0.372
C (-1.46, -1.89, -3.23)  -1.067
H (-4.17, -0.98, -1.77)  0.419
H (-3.83, -2.73, -1.60)  0.435
H (-1.58, -3.86, -1.15)  0.436
H (-1.36, -2.98, 0.41)  0.366
H (-3.81, -1.67, -0.16)  0.376
H (-0.03, -3.03, -0.77)  0.340
Cl (-2.56, 1.77, -2.52)  -0.147
C (4.14, -2.18, 3.08)  -1.119
C (3.05, -1.65, 2.14)  0.045
O (2.00, -0.99, 2.88)  -0.128
H (4.42, -1.43, 3.82)  0.361
H (5.03, -2.49, 2.52)  0.365
H (3.77, -3.07, 3.59)  0.349
H (3.37, -0.87, 1.43)  0.253
H (2.66, -2.50, 1.55)  0.325
H (1.18, -1.53, 2.76)  0.341